(1)
Entry from the OMol25 dataset: an isolated molecule of C5H4N2 (ωB97M-V with the def2-TZVPD basis set).

**Lowest unoccupied orbital energy**: -0.29 eV
**Maximum force**: 1.2 eV Å⁻¹
**Energy relative to the best compared isomer or geometry (same formula, charge and spin)**: 5.4786 eV
**Gap between HOMO and LUMO**: 0.351 Ha

XYZ file:
```
11
Properties=species:S:1:pos:R:3:forces:R:3:lowdin_charge:R:1
C -0.49326 -1.65690 -1.65259 -1.1 -0.2 -0.5 0.1558
C -1.05094 -0.85836 -0.89830 0.7 -0.3 -0.3 -0.0203
C 0.18558 -0.16726 -0.39748 0.8 -0.1 0.1 -0.3928
N 0.39090 1.26105 -0.38688 0.0 0.3 0.0 0.0895
C 0.46547 0.51274 0.88195 0.1 0.1 0.4 -0.2626
C -0.50566 0.71039 1.92346 -0.7 0.3 0.7 -0.1732
N -1.23052 0.91004 2.80214 0.6 -0.2 -0.8 0.1532
H 0.16513 -2.14303 -2.34070 -0.5 -0.4 -0.2 0.0778
H 1.07807 -0.70651 -0.71738 0.3 0.7 0.2 0.1178
H -0.48721 1.77366 -0.45020 0.0 -0.2 0.1 0.1120
H 1.48244 0.36418 1.23600 -0.2 0.2 0.2 0.1427
```
Forces are in eV/Å.

***

(2)
Entry from the OMol25 dataset: an isolated molecule of C23H18ClN3O4S (ωB97M-V with the def2-TZVPD basis set).

**Lowest unoccupied orbital energy**: 0.10 eV
**Maximum force**: 1.1 eV Å⁻¹
**Energy relative to the best compared isomer or geometry (same formula, charge and spin)**: 0.0202 eV
**Gap between HOMO and LUMO**: 0.312 Ha

XYZ file:
```
50
Properties=species:S:1:pos:R:3:forces:R:3:lowdin_charge:R:1
O -0.31677 -1.12735 -3.10462 0.0 0.2 -0.2 0.0761
C 0.11965 -1.98899 -2.37732 0.2 0.2 0.3 -0.4331
N -0.13462 -3.30397 -2.55676 -0.3 -0.3 -0.3 0.1606
C 0.35021 -4.31573 -1.72850 0.2 -0.1 0.4 -0.1676
C 0.31421 -5.64270 -2.13232 0.0 0.1 0.1 -0.0211
C 0.77940 -6.63438 -1.28768 -0.1 0.1 0.0 -0.0832
C 1.28506 -6.30239 -0.04213 0.0 0.0 0.0 -0.0758
C 1.32705 -4.98106 0.36844 0.0 -0.1 -0.1 0.0011
C 0.85603 -3.97970 -0.46807 0.0 -0.4 -0.1 -0.1317
N 0.86503 -2.61476 -0.10438 0.0 -0.1 -0.3 0.0348
C 0.53558 -2.22091 1.16168 -0.1 0.3 0.3 -0.3925
O 0.20600 -2.99230 2.03445 -0.1 0.0 0.1 0.1142
C 0.63862 -0.74771 1.43651 0.0 0.2 0.4 -0.1347
C -0.50564 -0.02134 1.73745 0.1 -0.2 0.0 0.0079
C -0.41239 1.31301 2.08259 -0.5 0.3 0.2 -0.2668
C 0.82740 1.92092 2.17475 0.1 -0.3 -0.1 -0.6097
C 1.98198 1.19974 1.89418 -0.2 0.1 0.0 -0.0649
C 1.88272 -0.12619 1.51777 -0.2 -0.1 0.0 -0.0053
H 2.77917 -0.68771 1.30020 0.1 -0.1 0.0 0.1289
H 2.94326 1.68176 1.97317 0.1 0.1 0.0 0.1116
Cl 0.94106 3.55759 2.64954 0.4 0.5 0.1 0.8358
S -1.95310 2.21077 2.40003 0.0 0.2 0.0 0.6742
O -1.89841 2.85230 3.67703 0.1 0.1 0.0 -0.2898
O -3.01084 1.28498 2.14598 0.1 -0.2 -0.3 -0.2667
N -2.00599 3.40721 1.23565 0.0 -0.8 0.8 -0.1516
C -1.38836 3.17793 0.00811 0.4 0.0 -1.0 -0.2427
C -1.37644 1.99936 -0.71321 -0.1 0.1 -0.1 -0.0098
C -0.67291 1.97638 -1.91081 0.0 -0.1 0.0 -0.0664
C -0.00658 3.10293 -2.36398 0.1 0.1 -0.1 -0.0812
C -0.03691 4.28857 -1.63855 0.0 -0.1 0.0 -0.0274
C -0.73281 4.32150 -0.45055 -0.2 -0.2 0.2 -0.1726
C -0.92274 5.43893 0.53584 0.1 0.0 0.0 -0.1077
H -1.37297 6.31456 0.06807 0.0 0.0 0.1 0.1186
H 0.03283 5.74213 0.96896 -0.1 0.0 0.0 0.0964
C -1.86811 4.81973 1.58432 -0.3 0.7 0.6 -0.1685
H -1.50308 4.90152 2.60872 -0.1 0.1 -0.1 0.0888
H -2.86236 5.27455 1.54120 0.1 0.0 0.0 0.1261
H 0.47678 5.16787 -1.99774 0.1 0.1 0.0 0.1129
H 0.53484 3.06205 -3.29664 0.0 0.0 -0.1 0.1007
H -0.65086 1.06971 -2.49597 0.0 -0.1 0.0 0.0786
H -1.91731 1.13608 -0.36046 -0.1 -0.1 0.0 0.1109
H -1.48449 -0.47409 1.70715 -0.1 -0.1 0.0 0.1316
C 1.05584 -1.69517 -1.20397 0.1 0.3 -0.4 -0.0175
H 2.08549 -1.77592 -1.58326 -0.1 0.1 0.0 0.1522
H 0.88592 -0.66705 -0.88257 0.0 -0.2 -0.2 0.1237
H 1.70836 -4.72431 1.34217 0.0 0.0 0.1 0.1162
H 1.64950 -7.07460 0.61665 0.0 -0.1 0.1 0.1045
H 0.74399 -7.66534 -1.60332 0.0 -0.1 0.0 0.1043
H -0.08720 -5.88999 -3.10390 0.0 0.0 -0.1 0.1123
H -0.68510 -3.56842 -3.36386 0.1 0.2 0.1 0.1656
```
Forces are in eV/Å.

***

(3)
Entry from the OMol25 dataset: a structure of composition C25H23INOPZn (ωB97M-V with the def2-TZVPD basis set).

**Lowest unoccupied orbital energy**: 0.36 eV
**Maximum force**: 0.8 eV Å⁻¹
**Gap between HOMO and LUMO**: 0.301 Ha

XYZ file:
```
53
Properties=species:S:1:pos:R:3:forces:R:3:lowdin_charge:R:1
Zn 0.86675 -1.37482 1.06997 -0.3 -0.3 0.2 0.5704
C -0.51650 3.72558 -4.37502 0.0 0.0 0.0 -0.0909
C -1.53262 2.79729 -4.19183 0.0 0.0 -0.1 -0.0812
C -1.44489 1.85339 -3.18005 0.0 0.0 0.0 -0.0971
C -0.32964 1.82280 -2.34659 0.2 0.0 0.1 -0.3813
C 0.69095 2.75170 -2.54467 -0.1 -0.1 0.0 -0.1082
C 0.60048 3.69954 -3.55335 0.0 0.0 0.0 -0.0896
P -0.10632 0.63590 -0.96753 -0.3 -0.1 -0.1 1.0631
C -1.85439 0.37212 -0.48124 0.1 0.1 0.2 -0.3915
C -2.49044 1.44387 0.15052 0.0 -0.1 0.0 -0.1120
C -3.78063 1.31063 0.63552 0.0 0.1 0.0 -0.0895
C -4.43892 0.09257 0.52072 -0.1 0.0 0.0 -0.0933
C -3.81268 -0.97631 -0.10079 -0.1 0.0 0.1 -0.0800
C -2.52586 -0.83941 -0.60478 0.1 0.0 0.0 -0.0841
C 0.33127 -0.94392 -1.75714 0.4 -0.2 0.0 -0.4472
C 0.18775 -1.19291 -3.11939 -0.1 0.0 0.1 -0.0946
C 0.61755 -2.40084 -3.64575 0.0 0.0 -0.1 -0.0964
C 1.18787 -3.34645 -2.81018 0.1 -0.1 0.0 -0.1008
C 1.31261 -3.09876 -1.44893 0.1 0.0 0.2 -0.1421
C 0.91336 -1.89112 -0.87724 -0.3 0.8 -0.1 -0.2384
H -0.59537 4.46986 -5.15712 0.0 0.0 0.0 0.1007
H -2.39669 2.81315 -4.84438 0.0 0.0 0.0 0.1029
H -2.24663 1.13827 -3.03697 0.0 0.0 0.0 0.1105
H 1.56152 2.72087 -1.89922 0.0 0.0 0.0 0.0937
H 1.39687 4.41942 -3.69389 0.0 0.0 0.0 0.1007
H -1.95883 2.38470 0.25549 -0.1 0.0 0.0 0.1021
H -4.27220 2.15393 1.10463 0.0 0.0 0.0 0.1003
H -5.43607 -0.02348 0.92605 0.0 0.0 0.0 0.0999
H -4.32484 -1.92697 -0.18261 0.0 0.0 0.0 0.1048
H -2.03840 -1.68232 -1.07988 0.0 0.0 0.0 0.1056
H -0.26445 -0.45332 -3.76912 0.0 0.0 0.0 0.0923
H 0.51383 -2.60263 -4.70484 0.0 0.0 0.0 0.0987
H 1.55469 -4.27873 -3.22328 0.0 0.0 0.0 0.0979
H 1.77084 -3.86395 -0.83088 0.0 0.0 0.0 0.0810
O 2.48832 -2.40122 2.08652 0.7 -0.2 0.1 -0.1502
C 2.74584 -1.95846 3.40401 0.0 0.0 0.2 -0.1790
C 2.48154 -0.47965 3.47998 0.0 -0.1 0.1 -0.2609
C 2.75328 0.23084 4.64184 0.0 0.0 0.0 -0.0106
C 2.46072 1.58210 4.67768 0.0 -0.1 -0.1 -0.0496
C 1.90515 2.17804 3.55210 0.1 0.0 0.1 -0.0471
C 1.66166 1.39099 2.44281 0.1 0.2 0.0 -0.1055
N 1.94642 0.08842 2.40990 -0.2 0.1 -0.3 0.0672
H 2.41542 -3.36134 2.07277 -0.2 -0.1 0.0 0.0712
H 3.78453 -2.15559 3.69085 0.0 0.0 -0.1 0.1355
H 2.09717 -2.46230 4.12990 0.0 -0.1 -0.1 0.1265
H 3.17039 -0.27669 5.50237 0.0 0.0 0.0 0.1217
H 2.66126 2.16077 5.56966 0.0 0.0 0.0 0.1112
H 1.66256 3.23111 3.53971 0.0 0.0 0.0 0.1071
H 1.22500 1.79931 1.53934 0.0 0.0 0.0 0.0795
I -0.56718 -4.05802 2.33142 0.0 0.1 0.1 0.6041
C -0.43961 -1.88619 2.57219 0.0 0.0 -0.3 -0.6935
H -0.11822 -1.77208 3.60842 0.0 0.0 0.0 -0.0644
H -1.47426 -1.55972 2.51230 -0.1 0.0 0.0 -0.0694
```
Forces are in eV/Å.

***

(4)
Entry from the OMol25 dataset: a structure of composition C20H40Cu2O9S (ωB97M-V with the def2-TZVPD basis set).

**Lowest unoccupied orbital energy (spin up / spin down)**: -6.12 / -8.83 eV
**Maximum force**: 2.9 eV Å⁻¹
**Charge**: +2
**2S+1**: 3
**Gap between HOMO and LUMO (spin up / spin down)**: 0.340 / 0.240 Ha
**Expectation value of S²**: 2.005

XYZ file:
```
72
Properties=species:S:1:pos:R:3:forces:R:3:lowdin_charge:R:1
Cu -0.17789 -2.79033 2.16934 1.3 1.3 -2.2 0.9031
Cu -0.71853 1.38396 -1.06439 0.0 1.0 -0.2 0.7878
S -0.39606 -0.62235 0.56731 0.1 -1.3 -1.3 0.3885
O -1.48843 -0.40863 -0.41963 -0.1 0.5 0.3 -0.2887
O 0.22510 -1.95052 0.28124 0.0 -0.2 0.6 -0.2856
O 0.53077 0.50304 0.33501 -0.1 0.5 -0.2 -0.2841
O -0.82227 -0.75586 1.97289 -0.3 -0.6 1.0 -0.2750
C 3.19846 2.71901 -2.50991 0.6 1.1 -0.9 -0.1452
C 2.67369 4.16731 -2.47299 0.6 -0.1 0.2 -0.1406
C 1.15324 3.95737 -2.44113 0.9 0.8 0.9 -0.1381
O 0.93094 2.60402 -1.96478 -0.6 -1.0 0.1 -0.2015
C 2.20831 2.01390 -1.63590 0.6 -0.4 0.2 -0.1902
H 4.22996 2.67492 -2.16434 -0.1 -0.2 0.2 0.1269
H 3.22909 2.42342 -3.56100 -0.3 -0.6 0.2 0.1263
H 2.98485 4.82648 -3.28329 -0.1 -0.5 -0.4 0.1236
H 3.14971 4.67322 -1.62824 -0.8 -0.1 0.5 0.1198
H 0.76699 4.08959 -3.44700 -0.5 -0.1 0.2 0.1230
H 0.74747 4.62536 -1.68268 -0.6 0.1 -0.4 0.1172
H 2.20100 0.93095 -1.76177 -0.4 0.1 -0.3 0.1265
H 2.42244 2.18473 -0.57613 0.0 0.2 0.0 0.1294
C -4.33740 1.70047 -3.26249 -0.1 -0.9 -1.7 -0.1349
C -3.45368 2.48967 -4.23711 -0.5 1.4 0.3 -0.1351
C -2.36243 3.00950 -3.31477 -0.2 -0.2 0.1 -0.1140
O -2.26892 2.01047 -2.23903 1.1 -1.2 -0.2 -0.2236
C -3.31535 1.01578 -2.38333 -1.7 0.4 1.3 -0.1626
H -4.94415 0.99545 -3.83533 0.1 -0.2 0.2 0.1287
H -5.08195 2.33163 -2.78216 0.5 0.2 0.5 0.1270
H -4.01881 3.35727 -4.58477 0.1 -0.1 -0.2 0.1261
H -3.09673 1.99231 -5.13499 0.1 -0.5 0.3 0.1251
H -2.69852 3.91701 -2.81503 0.2 0.1 -0.1 0.1363
H -1.39092 3.13730 -3.78422 0.0 0.0 0.1 0.1150
H -3.75064 0.87263 -1.39028 0.3 0.0 0.1 0.1210
H -3.01643 0.01648 -2.69678 0.6 0.3 -0.5 0.1324
C -2.56477 3.11977 2.42019 -1.3 -0.4 -0.5 -0.1335
C -2.14732 4.41722 1.76491 1.4 0.9 0.6 -0.1501
C -1.09284 3.95623 0.77282 -1.3 -0.6 -0.3 -0.1202
O -1.65464 2.66828 0.31308 0.0 0.2 0.1 -0.2439
C -2.74478 2.25022 1.18193 0.3 -0.5 0.5 -0.1592
H -3.50924 3.21719 2.95562 0.1 0.0 0.1 0.1284
H -1.84385 2.65395 3.08997 0.3 0.4 0.0 0.1270
H -1.74804 5.14213 2.47817 0.2 -0.1 0.0 0.1295
H -2.90582 4.98017 1.22149 -0.5 -0.5 0.1 0.1286
H -0.11853 3.74386 1.20634 0.1 0.3 -0.1 0.1336
H -1.10435 4.59501 -0.10742 0.6 0.1 0.0 0.1191
H -2.61849 1.18107 1.34807 0.1 0.0 0.2 0.1026
H -3.74202 2.37105 0.75126 0.3 0.4 -0.5 0.1318
C -0.11898 -6.89046 1.25745 -0.1 0.0 -0.6 -0.1165
C 0.34536 -6.39460 -0.13372 0.5 -0.3 0.7 -0.1206
C 0.20783 -4.89121 -0.07007 0.1 0.2 -1.3 -0.1547
O 0.39361 -4.53715 1.31877 -0.1 0.3 1.3 -0.2218
C -0.04240 -5.64423 2.14557 -1.3 -1.2 0.3 -0.1533
H 0.53586 -7.67477 1.62533 0.0 0.0 0.0 0.1207
H -1.12484 -7.29979 1.19547 -0.1 0.1 0.2 0.1219
H -0.16733 -6.81407 -0.99474 -0.3 0.0 0.2 0.1294
H 1.38589 -6.71026 -0.21610 0.1 0.4 -0.3 0.1232
H -0.74485 -4.51653 -0.45197 -0.2 -0.2 0.4 0.1347
H 0.95390 -4.38909 -0.68303 0.2 0.1 0.4 0.1336
H -1.05595 -5.44721 2.52195 0.1 0.3 -0.1 0.1289
H 0.56757 -5.82816 3.02836 0.5 0.6 -0.3 0.1272
C 4.11527 -1.66911 2.99816 -1.6 0.9 0.4 -0.1339
C 4.03950 -3.18968 3.13370 0.5 1.0 -0.2 -0.1311
C 2.55861 -3.42411 3.39258 1.1 -1.3 -1.0 -0.1705
O 1.88481 -2.38236 2.66541 -0.8 -0.3 0.8 -0.2186
C 2.83092 -1.38316 2.20710 0.3 0.1 0.0 -0.1566
H 4.94398 -1.17232 2.50221 0.3 -0.5 0.0 0.1266
H 3.94112 -1.16983 3.95608 0.4 -0.2 0.2 0.1245
H 4.67823 -3.58655 3.91665 0.1 -0.1 -0.1 0.1282
H 4.31886 -3.55493 2.14374 0.0 -0.6 0.2 0.1263
H 2.32186 -3.54593 4.45012 -0.3 0.8 0.0 0.1371
H 2.32753 -4.36790 2.89179 -0.3 0.0 0.2 0.1034
H 2.38338 -0.41379 2.41619 0.1 0.1 -0.1 0.1249
H 3.00205 -1.49453 1.13426 -0.3 -0.1 0.0 0.1287
```
Forces are in eV/Å.